Formula: C5H5NO
Source: OMol25
Level of theory: ωB97M-V/def2-TZVPD

As for the total energy: -323.2630 a.u. As for the molecular weight: 95.1 g/mol. As for the charge: 0. The value obtained for the HOMO energy (alpha / beta) is -0.35336 / -0.35334 Eh.

Each line ends with the Mulliken charge.
Geometry (Å):
C 0.40737 0.52685 1.86027  -0.395
C 0.44758 -0.95794 1.85438  0.148
C 1.54330 1.21016 1.17106  0.005
C 2.77153 1.29789 0.84426  -0.279
C -1.88255 -0.37297 -0.35531  0.198
N -1.70440 0.42474 -1.17048  -0.366
O 1.44108 -1.62612 1.68553  -0.464
H -0.65839 0.89442 1.93171  0.363
H -0.66413 -1.53636 1.84475  0.092
H -1.98366 -0.98385 0.63572  0.163
H 2.82895 0.72278 -0.12669  0.236
H 4.06757 1.44446 1.71615  0.300

Forces on the atoms, in the same order (eV/Å):
1.91 2.42 -3.11
-0.49 -1.08 -0.72
-4.99 -3.04 5.10
3.86 -1.13 0.48
-0.06 -0.32 2.01
-0.24 -0.92 0.49
-0.77 0.16 0.37
1.66 0.28 -0.21
2.44 1.43 0.56
0.08 1.29 -2.78
0.94 1.18 0.55
-4.34 -0.26 -2.73